No. 1
Here is a structure of composition C18H29CuFN5O9P2 from the OMol25 dataset. Energies are from ωB97M-V/def2-TZVPD.

CARTESIAN COORDINATES (ANGSTROEM)
Cu 0.7959 2.9307 2.3314
C 1.7025 -4.4869 0.5675
C 0.4167 -3.6443 0.6081
N 0.6726 -2.2089 0.5831
C 0.9543 -1.6271 1.7866
C 1.3660 -0.3294 1.9225
C 1.4514 0.3514 3.2538
O 0.9909 -0.2518 4.2496
O 1.9774 1.5614 3.2829
C 1.4766 0.5315 0.7359
O 1.7884 1.7204 0.7152
C 1.1854 -0.1124 -0.5103
C 1.3537 0.5675 -1.7446
C 1.1471 -0.0251 -2.9516
F 1.1411 0.7873 -4.0076
C 0.7881 -1.3976 -3.0718
C 0.4895 -2.0177 -1.8257
C 0.7899 -1.4638 -0.5804
N 0.6263 -2.0929 -4.2666
C 1.2127 -3.4070 -4.4802
C 0.2621 -4.4291 -5.1432
N -0.7228 -3.7106 -6.0372
C -0.2537 -2.3833 -6.5353
C 0.0860 -1.4008 -5.4307
H 1.4758 -5.5290 0.4058
H 2.2586 -4.3810 1.4801
H 2.3385 -4.1220 -0.2815
H -0.1108 -3.8202 1.5478
H -0.2385 -3.9018 -0.2431
H 0.8537 -2.2892 2.6468
H 1.6123 1.6205 -1.7135
H 0.0349 -2.9782 -1.8461
H 1.4855 -3.8103 -3.4967
H 2.1402 -3.2606 -5.1036
H -0.3267 -5.0158 -4.4211
H 0.8469 -5.1347 -5.7794
H -1.5671 -3.5115 -5.4840
H -0.9653 -4.3010 -6.8504
H -1.0445 -1.9560 -7.1833
H 0.6396 -2.5689 -7.1668
H -0.7959 -0.8437 -5.0574
H 0.8265 -0.6437 -5.8054
N -2.5107 3.2906 5.1536
C -2.4018 3.4575 3.6192
C -3.7004 3.9897 3.0083
P -1.9974 1.7343 3.0147
O -1.6792 0.8947 4.3489
O -3.1375 1.1814 2.2153
O -0.6519 1.7482 2.2178
P -1.0316 4.7121 3.4054
O -1.9091 6.0593 3.5254
O -0.1926 4.5361 4.6480
O -0.4150 4.5821 2.0066
H -2.2987 2.2759 5.3475
H -3.4145 3.6318 5.4994
H -1.6979 3.8180 5.5990
H -4.3917 3.1513 2.9577
H -3.5396 4.3958 2.0037
H -4.1107 4.7996 3.6392
H -0.7489 0.4968 4.3142
H -1.3218 6.8126 3.5849
N 2.3505 4.2082 2.6321
H 3.2194 3.6716 2.5804
H 2.0989 4.5213 3.5743
H 2.3205 5.0170 2.0047

Calculated values
multiplicity: 2
E_HOMO (spin up / spin down): -10.2 / -10.2 eV
charge: +1
frontier orbital gap (spin up / spin down): 6.76 / 6.72 eV
LUMO (spin up / spin down): -3.452 / -3.452 eV

No. 2
Here is the molecule C21H20FN3O2S2 from the OMol25 dataset. Energies are from ωB97M-V/def2-TZVPD.

CARTESIAN COORDINATES (ANGSTROEM)
O -4.8992 -2.1853 -1.4984
O -4.5541 -1.6281 0.8596
F 1.2737 -2.5730 3.2048
N 3.5492 -4.9952 0.7679
N 5.5250 -3.7072 0.8964
S -0.5681 1.9843 -0.7691
C 4.8558 -4.8041 0.7354
C 2.8123 -3.9281 0.9939
C 4.7662 -2.6281 1.1275
C -1.6584 4.1802 2.4303
C -0.9700 3.5873 3.4799
C -1.4955 3.6602 1.1626
C 2.0164 0.8355 0.9849
C 0.7216 -0.3399 2.5957
C 2.8388 -0.2639 0.7932
C -0.1324 2.4688 3.2542
C 1.5013 -1.4815 2.4235
C -0.6764 2.5253 0.9111
C 3.3822 -2.6558 1.1837
C 0.9498 0.8072 1.8435
C 2.5559 -1.4823 1.4545
C 0.0042 1.9244 1.9839
N 5.5656 -5.9521 0.6329
C -3.1934 1.2879 -0.4750
C -1.5473 -0.6143 -0.1980
C -1.8735 0.6791 -0.9492
C -4.3713 0.3892 -0.9501
C -2.4319 -1.7616 -0.6742
S -4.1757 -1.3631 -0.5322
H 1.7334 -3.9726 1.1126
H 5.2448 -1.6697 1.3366
H -2.3453 4.9960 2.5894
H -1.1070 3.9454 4.5142
H -1.9947 4.1135 0.2909
H 2.1756 1.7464 0.4429
H -0.1529 -0.3333 3.2691
H 3.5939 -0.2188 0.0459
H 0.3623 1.9957 4.1115
H 4.9934 -6.7522 0.3441
H 6.4299 -5.7588 0.1684
H -3.2103 1.4077 0.6031
H -3.3318 2.3240 -0.8864
H -1.7405 -0.4609 0.8500
H -0.4546 -0.8543 -0.2708
H -1.9731 0.4955 -2.0503
H -5.2924 0.7417 -0.4833
H -4.4464 0.4098 -2.0563
H -2.2621 -2.6706 -0.1100
H -2.2008 -1.9985 -1.7399

Calculated values
E_HOMO: -8.5 eV
SMILES: Nc1ncc(-c2ccc(-c3ccccc3SC3CCS(=O)(=O)CC3)cc2F)cn1
frontier orbital gap: 8.71 eV
LUMO: 0.161 eV

Respective maximum force values: 3.90 2.99 eV/A.
Respective ΔE to the lowest compared entry with this formula, charge and spin values: 0.0 0.0 kJ/mol.
Respective molar mass values: 603.95 429.54 g/mol.